Record 1
{
  "formula": "C36H51BrN4O9P2PbS2",
  "method": "ωB97M-V with the def2-TZVPD basis set",
  "charge": 0,
  "de_lowest_kj_mol": 38.7,
  "lumo_energy_ha": 0.006,
  "max_force_ev_per_a": 3.1,
  "homo_lumo_gap_ev": 5.55,
  "e_homo_ev": -5.4,
  "elements": ["Pb", "C", "C", "C", "C", "C", "Br", "N", "C", "H", "H", "H", "H", "H", "H", "C", "C", "C", "O", "P", "O", "C", "P", "O", "O", "C", "C", "C", "O", "C", "C", "C", "O", "C", "C", "C", "H", "H", "H", "H", "H", "H", "H", "H", "H", "H", "H", "H", "H", "H", "H", "H", "H", "H", "H", "H", "H", "H", "H", "H", "H", "H", "H", "H", "H", "H", "N", "C", "O", "C", "C", "H", "H", "H", "H", "H", "H", "O", "S", "O", "N", "C", "S", "C", "C", "C", "C", "C", "C", "H", "H", "H", "H", "N", "C", "C", "C", "C", "C", "C", "C", "H", "H", "H", "H", "H"],
  "coordinates": [[14.236, 15.898, 14.200], [14.581, 14.913, 8.139], [13.800, 15.766, 9.117], [12.589, 16.457, 8.825], [12.001, 17.254, 9.751], [12.720, 17.388, 10.995], [11.984, 18.608, 12.279], [13.755, 16.675, 11.380], [14.258, 15.848, 10.436], [14.461, 15.339, 7.111], [14.218, 13.862, 8.084], [15.629, 14.896, 8.395], [12.141, 16.388, 7.828], [11.064, 17.804, 9.585], [15.120, 15.263, 10.732], [14.768, 20.156, 17.364], [13.291, 20.555, 17.345], [12.902, 21.277, 16.093], [12.482, 19.352, 17.546], [12.116, 18.183, 16.515], [13.103, 18.029, 15.417], [11.993, 16.672, 17.596], [13.562, 15.786, 18.017], [14.378, 15.462, 16.827], [14.407, 16.660, 19.039], [14.275, 16.840, 20.472], [12.859, 16.731, 20.994], [15.190, 15.841, 21.150], [13.109, 14.540, 18.888], [12.996, 13.104, 18.739], [11.563, 12.757, 19.194], [13.321, 12.604, 17.353], [10.639, 18.380, 16.069], [9.426, 19.161, 16.344], [8.264, 18.194, 16.075], [9.385, 19.694, 17.776], [15.409, 21.080, 17.354], [14.969, 19.564, 16.429], [14.986, 19.588, 18.294], [13.034, 21.160, 18.228], [12.918, 20.640, 15.221], [13.583, 22.151, 15.951], [11.870, 21.693, 16.204], [11.398, 15.974, 17.003], [11.399, 16.914, 18.477], [14.676, 17.859, 20.605], [12.359, 15.776, 20.691], [12.232, 17.574, 20.609], [12.836, 16.848, 22.107], [14.921, 14.803, 20.944], [15.211, 16.037, 22.250], [16.236, 16.030, 20.794], [13.705, 12.679, 19.487], [10.789, 13.156, 18.515], [11.309, 13.167, 20.194], [11.472, 11.649, 19.266], [12.609, 13.006, 16.598], [13.237, 11.507, 17.334], [14.331, 12.866, 17.047], [9.451, 19.955, 15.593], [8.285, 17.367, 16.817], [8.366, 17.755, 15.079], [7.277, 18.717, 16.128], [9.436, 18.889, 18.550], [8.422, 20.205, 17.878], [10.203, 20.403, 17.923], [18.675, 16.856, 12.999], [17.511, 16.316, 13.412], [16.447, 16.983, 13.383], [17.583, 14.871, 13.938], [16.434, 14.482, 14.772], [18.686, 17.771, 12.610], [19.475, 16.244, 12.858], [18.526, 14.723, 14.540], [17.707, 14.175, 13.079], [16.328, 14.883, 15.807], [15.876, 13.584, 14.507], [17.322, 11.942, 11.740], [16.045, 11.808, 11.092], [15.964, 11.746, 9.661], [15.002, 12.953, 11.708], [14.013, 12.445, 12.435], [12.789, 13.407, 13.212], [14.086, 10.931, 12.551], [13.287, 10.043, 13.313], [13.578, 8.700, 13.314], [14.663, 8.204, 12.544], [15.437, 9.099, 11.803], [15.132, 10.433, 11.805], [12.464, 10.517, 13.856], [12.981, 8.009, 13.941], [14.897, 7.148, 12.553], [16.267, 8.767, 11.176], [10.829, 15.352, 14.446], [9.903, 14.694, 14.684], [8.883, 13.816, 15.134], [8.380, 12.821, 14.250], [7.475, 11.874, 14.751], [7.019, 11.989, 16.093], [7.480, 12.998, 16.933], [8.415, 13.931, 16.444], [8.697, 12.816, 13.197], [7.094, 11.097, 14.103], [6.327, 11.237, 16.480], [7.135, 13.046, 17.957], [8.836, 14.686, 17.096]],
  "atomic_forces_ev_per_a": [[1.348, -1.030, -0.237], [-1.210, 0.067, -1.019], [-0.401, -0.037, 0.871], [1.059, -0.913, -1.137], [0.649, 0.894, 2.097], [-1.328, -0.362, -0.499], [0.140, -0.132, -0.134], [-0.543, 0.160, -1.058], [0.150, 0.387, -0.633], [0.233, -0.329, 0.734], [0.207, 0.663, 0.231], [0.277, -0.046, 0.067], [0.195, -0.139, 0.301], [0.652, -0.280, 0.100], [-0.066, -0.017, 0.089], [0.244, 0.268, -0.296], [0.515, -0.585, 0.337], [-0.765, 1.514, 0.087], [-0.524, -0.415, 0.057], [1.433, -0.227, 0.629], [-0.900, 0.451, 0.853], [0.562, 0.369, -0.302], [0.146, -0.204, -0.099], [-0.638, 0.296, 0.324], [-0.675, 0.008, -0.464], [0.252, -0.214, 0.094], [-1.345, 0.602, 0.091], [1.391, 0.664, 0.512], [-0.025, 0.662, -0.031], [-0.482, -0.263, 0.659], [-0.103, -0.409, 0.318], [-0.416, -0.085, -0.507], [-0.575, 0.108, -0.265], [0.099, -0.967, 0.397], [-0.192, 0.110, 0.122], [0.067, -0.159, -0.253], [-0.581, -0.833, -0.007], [0.021, 0.374, 1.076], [-0.013, 0.170, -0.766], [0.161, -0.144, -0.228], [0.236, -0.195, -0.257], [-0.470, -0.687, -0.019], [0.665, -0.287, -0.171], [0.092, -0.130, -0.128], [0.140, 0.032, 0.147], [-0.285, -0.366, 0.193], [0.582, 0.753, 0.462], [0.424, -0.587, 0.157], [0.168, -0.290, -0.894], [-0.093, 0.165, 0.052], [-0.172, -0.296, -0.769], [-0.818, -0.376, 0.200], [-0.350, 0.301, -0.524], [0.463, -0.278, -0.034], [0.479, -0.179, -0.469], [-0.067, 0.735, -0.179], [0.433, -0.189, 0.398], [-0.025, 0.304, 0.067], [-0.009, 0.083, -0.014], [-0.131, 0.093, 0.251], [-0.063, 0.535, -0.376], [-0.006, 0.058, 0.102], [0.805, -0.345, 0.058], [0.024, 0.505, -0.738], [0.171, 0.047, 0.170], [-0.172, -0.065, 0.228], [0.326, -0.843, 0.086], [-1.216, 0.253, 0.199], [1.510, -0.654, -0.051], [0.957, -0.343, 0.162], [-2.845, 1.081, 0.274], [-0.050, 0.460, -0.295], [-0.381, 0.389, 0.171], [-0.363, 0.569, -0.707], [-0.207, 0.494, 0.253], [0.539, -0.804, -0.827], [0.508, -0.192, 0.427], [0.044, -0.015, -0.336], [-1.497, -0.237, 1.176], [0.221, 0.223, -0.104], [-0.648, -0.256, 0.323], [0.773, 0.426, -0.293], [0.863, -0.782, -0.460], [-0.486, -0.200, 0.263], [0.119, 1.825, -0.533], [0.392, -1.062, 0.015], [-0.520, 0.839, 0.361], [0.364, -1.050, -0.497], [0.096, 0.531, 0.455], [0.209, -0.462, 0.015], [0.439, 0.466, -0.565], [0.004, 0.016, -0.035], [-0.165, -0.147, 0.316], [-1.248, -0.437, 0.242], [1.698, 1.053, -0.099], [-1.038, -0.880, -0.473], [-0.208, -0.018, 0.630], [0.123, 1.121, 0.664], [0.372, -0.350, -0.651], [0.420, 0.217, -0.789], [-0.250, -0.873, 0.109], [-0.011, -0.109, 0.652], [0.013, 0.000, 0.082], [0.166, 0.295, -0.141], [0.007, 0.080, -0.009], [-0.076, 0.060, -0.032]]
}

Record 2
{
  "formula": "C3H3BiLiO3",
  "method": "ωB97M-V with the def2-TZVPD basis set",
  "charge": 2,
  "multiplicity": 2,
  "de_lowest_kj_mol": 227.3,
  "lumo_energy_ha": [-0.322, -0.332],
  "max_force_ev_per_a": 8.6,
  "homo_lumo_gap_ev": [7.35, 8.83],
  "e_homo_ev": [-16.1, -17.9],
  "elements": ["C", "C", "O", "O", "H", "H", "O", "C", "Li", "Bi", "H"],
  "coordinates": [[-1.436, 0.092, 0.027], [-0.061, -0.440, -0.093], [0.901, 0.524, 0.462], [-1.933, 1.027, -0.638], [0.205, -0.637, -1.140], [0.016, -1.376, 0.481], [2.549, -0.883, -0.049], [2.177, 0.231, 0.428], [-3.741, 1.541, -0.632], [4.287, 0.079, 0.547], [-2.963, -0.157, 0.608]],
  "atomic_forces_ev_per_a": [[-7.881, 3.372, -1.066], [1.512, -1.295, 0.858], [0.444, 0.485, 0.121], [3.288, -1.214, 0.402], [-0.426, 0.131, 0.102], [0.022, 0.245, -0.243], [-1.897, -0.940, -0.650], [-3.000, -0.745, -0.508], [-0.090, 0.321, -0.222], [3.578, 1.239, 0.890], [4.450, -1.601, 0.315]]
}